No. 1
{"formula": "C5H10O2", "method": "the ωB97M-V functional and the def2-TZVPD basis", "elements": ["C", "C", "C", "C", "O", "C", "H", "H", "H", "H", "H", "H", "H", "H", "O", "H", "H"], "xyz": [[-1.522, 0.437, -1.206], [-0.226, 0.139, -1.291], [0.479, -0.898, -0.468], [1.896, -0.588, 0.046], [1.549, -0.993, 1.373], [0.156, -1.057, 1.031], [-1.980, 1.181, -1.853], [-2.181, -0.075, -0.506], [0.387, 0.662, -2.027], [0.452, -1.861, -0.991], [2.160, 0.479, -0.003], [2.718, -1.183, -0.367], [-0.298, -2.004, 1.346], [-0.396, -0.210, 1.457], [-0.886, 2.178, 1.460], [-1.767, 1.787, 1.425], [-0.541, 2.007, 0.573]], "mulliken_charge": [-0.871, -0.538, 0.453, -0.547, -0.413, -0.360, 0.264, 0.332, 0.305, 0.335, 0.287, 0.274, 0.259, 0.227, -0.669, 0.331, 0.330], "homo_ev": -9.69, "relative_energy_ev": 2.923, "charge": 0, "smiles": "C=CC1COC1.O", "fmax_ha_per_bohr": 0.0078, "lumo_ev": 0.8689, "orbital_gap_ev": 10.6}


No. 2
{"formula": "C5H9Cl", "method": "the ωB97M-V functional and the def2-TZVPD basis", "elements": ["Cl", "C", "C", "C", "C", "C", "H", "H", "H", "H", "H", "H", "H", "H", "H"], "xyz": [[2.836, -0.033, -0.252], [1.122, 0.157, 0.454], [0.265, 1.264, -0.145], [-1.120, 0.601, -0.037], [-0.919, -0.844, -0.514], [0.380, -1.204, 0.235], [1.196, 0.390, 1.561], [0.455, 1.468, -1.179], [0.351, 2.280, 0.338], [-1.422, 0.545, 1.072], [-1.842, 1.169, -0.617], [-0.645, -0.797, -1.607], [-1.736, -1.524, -0.324], [0.078, -1.552, 1.279], [1.000, -1.922, -0.262]], "mulliken_charge": [-0.260, 0.225, -0.759, -0.590, -0.491, -0.882, 0.307, 0.333, 0.280, 0.240, 0.353, 0.248, 0.327, 0.215, 0.454], "homo_ev": -10.42, "relative_energy_ev": 0.039, "charge": 0, "smiles": "ClC1CCCC1", "fmax_ha_per_bohr": 0.0450, "lumo_ev": 1.0288, "orbital_gap_ev": 11.4}


No. 3
{"formula": "C4H4OS", "method": "the ωB97M-V functional and the def2-TZVPD basis", "elements": ["C", "C", "C", "C", "O", "S", "H", "H", "H", "H"], "xyz": [[-0.826, 0.278, 1.512], [-0.673, -0.834, 0.943], [0.654, 1.114, -0.812], [0.058, -0.812, -0.531], [-0.295, 0.291, -1.302], [1.660, -0.083, -0.221], [-0.422, 1.295, 1.226], [-0.950, -1.763, 1.148], [0.750, 2.210, -0.939], [0.042, -1.695, -1.026]], "mulliken_charge": [-0.233, -0.599, -0.273, -0.044, -0.296, -0.104, 0.242, 0.401, 0.406, 0.500], "homo_ev": [-8.34, -6.88], "relative_energy_ev": 6.320, "charge": 0, "fmax_ha_per_bohr": 0.0813, "lumo_ev": [0.4865, -0.3109], "orbital_gap_ev": [8.8, 6.6]}


No. 4
{"formula": "C16H24N5O2STi", "method": "the ωB97M-V functional and the def2-TZVPD basis", "elements": ["Ti", "O", "N", "C", "C", "C", "C", "C", "S", "H", "H", "H", "H", "C", "C", "C", "C", "N", "N", "C", "H", "H", "H", "H", "H", "H", "H", "H", "C", "N", "C", "C", "C", "N", "C", "C", "O", "H", "H", "H", "H", "H", "H", "H", "H", "H", "H", "H", "H"], "xyz": [[-0.197, -0.553, -0.404], [1.035, -1.888, -0.363], [2.178, -2.009, -1.082], [3.074, -2.948, -0.723], [4.216, -3.052, -1.480], [4.395, -2.198, -2.568], [3.443, -1.241, -2.890], [2.301, -1.150, -2.116], [0.992, 0.005, -2.315], [2.806, -3.555, 0.130], [4.949, -3.801, -1.216], [5.292, -2.279, -3.168], [3.577, -0.566, -3.725], [-3.931, -2.742, -3.876], [-3.354, -2.209, -2.613], [-3.864, -2.198, -1.305], [-2.923, -1.575, -0.527], [-1.851, -1.212, -1.300], [-2.159, -1.620, -2.566], [-2.915, -1.268, 0.932], [-4.966, -3.029, -3.712], [-3.371, -3.621, -4.200], [-3.893, -1.989, -4.663], [-4.809, -2.607, -0.987], [-1.517, -1.424, -3.320], [-3.582, -1.937, 1.473], [-3.232, -0.244, 1.134], [-1.935, -1.432, 1.411], [2.441, 0.756, 2.143], [1.475, 1.854, 2.228], [1.785, 2.951, 3.185], [0.957, 4.172, 2.861], [-0.500, 3.790, 2.743], [-0.652, 2.697, 1.740], [-1.913, 2.668, 0.999], [0.313, 1.817, 1.607], [0.120, 0.776, 0.772], [3.401, 1.142, 2.473], [2.554, 0.418, 1.116], [2.149, -0.070, 2.793], [2.849, 3.155, 3.091], [1.596, 2.576, 4.193], [1.302, 4.629, 1.933], [1.079, 4.912, 3.651], [-1.109, 4.621, 2.396], [-0.912, 3.434, 3.689], [-2.140, 3.681, 0.675], [-2.718, 2.313, 1.642], [-1.837, 2.047, 0.111]], "mulliken_charge": [1.113, -0.607, 0.450, -0.140, -0.769, -0.118, -0.827, 0.876, -0.204, 0.526, 0.456, 0.458, 0.460, -1.187, 0.693, -0.963, 0.514, 0.384, -0.218, -1.133, 0.350, 0.345, 0.381, 0.444, 0.165, 0.379, 0.249, 0.305, -0.948, 0.071, -0.584, -0.705, -0.580, 0.089, -0.932, 0.548, -0.344, 0.348, 0.266, 0.329, 0.418, 0.312, 0.309, 0.387, 0.379, 0.311, 0.373, 0.336, 0.239], "homo_ev": -18.27, "charge": 3, "fmax_ha_per_bohr": 0.0190, "lumo_ev": -11.5401, "orbital_gap_ev": 6.7}


No. 5
{"formula": "C9H14", "method": "the ωB97M-V functional and the def2-TZVPD basis", "elements": ["C", "C", "C", "C", "C", "C", "C", "H", "H", "H", "H", "H", "H", "H", "H", "C", "C", "H", "H", "H", "H", "H", "H"], "xyz": [[-1.230, -3.050, 0.584], [1.321, -0.581, -0.715], [0.669, -1.406, 0.165], [0.684, -0.187, -1.893], [-0.576, -2.013, -0.233], [-0.646, -0.638, -2.200], [-1.192, -1.626, -1.454], [2.336, -0.410, -0.422], [1.090, -1.586, 1.146], [1.257, 0.346, -2.632], [-1.139, -0.237, -3.070], [-0.619, -3.638, 1.269], [-1.738, -3.726, -0.098], [-2.085, -2.132, -1.795], [-1.944, -2.590, 1.275], [0.666, 2.815, 0.543], [0.298, 3.128, 1.996], [0.352, 3.627, -0.114], [1.645, 2.375, 0.343], [0.063, 1.973, 0.175], [-0.044, 2.228, 2.491], [-0.363, 3.982, 2.058], [1.195, 3.345, 2.579]], "mulliken_charge": [-1.379, -0.499, -0.291, -0.356, 1.041, -0.454, -0.416, 0.443, 0.440, 0.451, 0.468, 0.401, 0.389, 0.399, 0.341, -0.557, -0.894, 0.338, 0.278, 0.016, 0.276, 0.292, 0.274], "homo_ev": [-14.14, -14.14], "multiplicity": 2, "relative_energy_ev": 0.587, "charge": 1, "fmax_ha_per_bohr": 0.0314, "lumo_ev": [-4.4549, -8.2066], "orbital_gap_ev": [9.7, 5.9]}


No. 6
{"formula": "CH5NO", "method": "the ωB97M-V functional and the def2-TZVPD basis", "elements": ["C", "N", "H", "H", "H", "O", "H", "H"], "xyz": [[-2.017, 0.621, 0.002], [-0.857, 0.190, 0.197], [-2.143, 1.644, -0.367], [-2.963, 0.092, 0.094], [-0.740, -0.811, 0.382], [2.489, -0.656, -0.178], [1.729, -0.554, 0.405], [2.564, 0.103, -0.762]], "mulliken_charge": [-0.261, -0.417, 0.224, 0.218, 0.236, -0.651, 0.331, 0.320], "homo_ev": -10.27, "relative_energy_ev": 0.712, "charge": 0, "smiles": "C=N.O", "fmax_ha_per_bohr": 0.0211, "lumo_ev": 1.0721, "orbital_gap_ev": 11.3}